Record 1
ORCA calculation (ωB97M-V/def2-TZVPD) on 2 unconnected molecules or ions with the total composition CO5S2 at a distorted geometry.

```
8
CO5S2, DFT ωB97M-V/def2-TZVPD
C 1.83 -0.50 -0.18
O 1.78 -1.29 -1.04
O 0.29 0.84 -1.65
O 2.54 -0.10 0.67
O -3.59 -0.34 1.54
O 0.05 1.77 0.63
S -2.91 -0.94 0.25
S 0.01 0.56 -0.22
```

Properties
Orbital gap (alpha / beta) (eV): 4.4 / 4.4
Total charge: -2
E (a.u.): -1210.60525
HOMO level (alpha / beta) (eV): 1.49 / 1.52
Energy relative to the best compared isomer or geometry (same formula, charge and spin) (kJ/mol): 329.87
Molar mass (Da): 156.1

Record 2
ORCA calculation (ωB97M-V/def2-TZVPD) on 2 unconnected molecules or ions with the total composition COP2 at a distorted geometry.

```
4
COP2, DFT ωB97M-V/def2-TZVPD
C 2.88 -0.03 -0.13
O 1.83 0.24 0.16
P -1.73 -0.83 0.00
P -2.99 0.62 -0.03
```

Properties
Orbital gap (eV): 9.3
E (a.u.): -796.01223
HOMO level (eV): -9.92
Energy relative to the best compared isomer or geometry (same formula, charge and spin) (kJ/mol): 2.22
Molar mass (Da): 90.0

Record 3
ORCA calculation (ωB97M-V/def2-TZVPD) on a molecular structure, Ca6O16P4 at a distorted geometry.

```
26
Ca6O16P4, DFT ωB97M-V/def2-TZVPD
Ca 25.67 13.32 17.23
Ca 20.22 12.03 17.86
Ca 21.10 11.23 14.55
Ca 22.82 12.90 20.09
Ca 24.28 15.38 14.25
Ca 21.62 15.89 17.44
P 22.56 13.35 17.03
O 23.10 14.38 16.05
O 23.63 12.93 18.11
O 21.82 12.26 16.28
O 21.53 13.87 18.09
P 19.50 11.98 20.84
O 18.69 11.57 19.48
O 19.43 10.80 21.76
O 18.57 13.10 21.20
O 20.87 12.06 20.07
P 18.53 12.55 15.51
O 18.46 13.19 16.95
O 19.18 11.11 15.84
O 19.68 13.13 14.61
O 17.17 12.48 14.97
P 27.00 15.14 14.49
O 25.89 14.41 15.38
O 27.44 16.43 15.13
O 26.13 15.25 13.16
O 28.19 14.32 14.10
```

Properties
Orbital gap (eV): 2.3
E (a.u.): -6635.60024
HOMO level (eV): -6.68
Energy relative to the best compared isomer or geometry (same formula, charge and spin) (kJ/mol): 57.10
Molar mass (Da): 620.3

Record 4
ORCA calculation (ωB97M-V/def2-TZVPD) on a molecular structure, Ca7O24P6 at a distorted geometry.

```
37
Ca7O24P6, DFT ωB97M-V/def2-TZVPD
Ca 0.19 1.23 -2.43
Ca 1.52 -0.62 3.87
Ca -0.59 -3.07 -1.31
Ca 2.45 -1.75 0.52
Ca -2.89 -1.79 0.51
Ca 0.63 3.03 1.07
Ca -2.10 1.61 0.00
P 0.25 -0.01 0.40
O -1.23 -0.45 0.57
O 0.12 1.42 -0.16
O 0.81 -1.06 -0.65
O 1.18 -0.22 1.58
P -2.74 3.74 1.83
O -1.42 2.86 1.63
O -3.78 2.96 2.68
O -3.72 3.64 0.70
O -2.33 4.81 2.86
P -0.35 4.17 -1.73
O 0.41 4.38 -0.42
O 0.68 3.38 -2.72
O -0.31 5.65 -2.29
O -1.59 3.45 -1.30
P -1.93 -0.65 -2.64
O -3.13 -0.98 -3.46
O -1.94 0.78 -2.18
O -0.45 -0.83 -3.23
O -2.22 -1.69 -1.51
P 2.08 -3.85 -1.54
O 2.88 -5.20 -1.82
O 3.20 -2.82 -1.47
O 1.30 -3.77 -0.16
O 1.16 -3.59 -2.70
P 2.90 -3.01 3.14
O 3.89 -2.75 1.98
O 3.04 -2.09 4.48
O 2.47 -4.46 3.48
O 1.58 -2.46 2.38
```

Properties
Orbital gap (eV): 2.1
Total charge: -4
E (a.u.): -8598.35925
HOMO level (eV): 3.22
Energy relative to the best compared isomer or geometry (same formula, charge and spin) (kJ/mol): 0.00
Molar mass (Da): 850.4

Record 5
ORCA calculation (ωB97M-V/def2-TZVPD) on a molecular structure, Ca8O20P5 at a distorted geometry.

```
33
Ca8O20P5, DFT ωB97M-V/def2-TZVPD
Ca -0.77 -1.04 -1.85
Ca -2.24 2.90 2.77
Ca 0.70 0.90 3.70
Ca 1.46 3.80 1.64
Ca -0.53 -2.79 2.63
Ca -0.29 2.71 -2.20
Ca -3.78 -0.18 0.35
Ca 1.77 -0.55 0.47
P 3.98 0.15 2.16
O 4.08 -0.69 0.84
O 2.47 0.20 2.44
O 4.59 1.54 2.00
O 4.66 -0.71 3.19
P -3.49 1.55 -1.94
O -4.23 1.77 -0.54
O -3.03 0.06 -1.68
O -2.43 2.64 -2.25
O -4.48 1.68 -3.09
P 2.09 -3.92 1.61
O 1.36 -4.64 2.80
O 3.57 -3.58 1.95
O 1.35 -2.53 1.46
O 2.06 -4.75 0.37
P -1.10 0.12 -4.41
O -0.41 0.77 -3.23
O -0.03 -0.24 -5.38
O -2.37 0.86 -4.87
O -1.55 -1.27 -3.80
P -0.76 0.99 0.94
O -0.06 -0.15 1.66
O 0.02 2.23 1.53
O -2.22 1.34 1.31
O -0.37 0.83 -0.57
```

Properties
Orbital gap (eV): 2.0
Total charge: +1
E (a.u.): -8632.92194
HOMO level (eV): -9.03
Energy relative to the best compared isomer or geometry (same formula, charge and spin) (kJ/mol): 41.50
Molar mass (Da): 795.5

Record 6
ORCA calculation (ωB97M-V/def2-TZVPD) on a molecular structure, CaH4N5O17 at a distorted geometry.

```
27
CaH4N5O17, DFT ωB97M-V/def2-TZVPD
Ca 0.10 -0.02 0.18
N -1.96 1.23 2.59
O -1.09 0.50 2.12
O -1.70 2.39 2.90
O -3.00 0.74 2.74
N -1.43 2.24 -2.03
O -0.50 2.46 -2.80
O -1.22 1.81 -0.90
O -2.57 2.52 -2.36
N -2.87 -1.60 -1.14
O -1.72 -1.30 -1.18
O -3.45 -2.11 -2.10
O -3.52 -1.40 -0.17
N 3.45 -0.36 1.37
O 4.00 -0.54 2.42
O 2.24 -0.54 1.26
O 4.07 0.15 0.43
N 1.95 -1.50 -2.26
O 2.76 -1.42 -3.14
O 1.40 -0.51 -1.72
O 1.65 -2.61 -1.89
O 1.23 1.94 0.47
H 2.16 2.10 0.64
H 0.86 2.81 0.32
O -0.12 -2.12 1.13
H -0.88 -2.71 1.09
H 0.15 -2.15 2.05
```

Properties
Expectation value of S²: 0.755
Orbital gap (alpha / beta) (eV): 7.9 / 2.9
Multiplicity: 2
Total charge: -2
E (a.u.): -2232.45525
HOMO level (alpha / beta) (eV): -3.36 / -2.97
Molar mass (Da): 386.1

Record 7
ORCA calculation (ωB97M-V/def2-TZVPD) on a molecular structure, CaI3.

```
4
CaI3, DFT ωB97M-V/def2-TZVPD
Ca 0.55 0.42 -0.41
I -2.14 0.59 -1.43
I 0.54 1.38 2.28
I 1.06 -2.38 -0.44
```

Properties
Orbital gap (eV): 7.5
Total charge: -1
E (a.u.): -1570.97130
HOMO level (eV): -5.17
Energy relative to the best compared isomer or geometry (same formula, charge and spin) (kJ/mol): 23.12
Molar mass (Da): 420.8

Record 8
ORCA calculation (ωB97M-V/def2-TZVPD) on a molecular structure, Cd2ClF3O4 at a distorted geometry.

```
10
Cd2ClF3O4, DFT ωB97M-V/def2-TZVPD
Cd -0.58 -2.63 -0.06
Cd -1.41 3.77 -0.65
Cl 0.69 0.82 0.32
O -0.28 -0.43 1.34
O 2.42 -0.09 -0.16
O -0.46 -0.93 -1.55
O -0.34 2.23 -0.09
F -2.06 -3.32 -1.47
F 0.91 -3.62 1.21
F 1.12 4.20 1.10
```

Properties
Orbital gap (eV): 4.8
E (a.u.): -1395.33071
HOMO level (eV): -10.75
Molar mass (Da): 381.3

Record 9
ORCA calculation (ωB97M-V/def2-TZVPD) on a molecular structure, CdCl11HfO44 at a distorted geometry.

```
57
CdCl11HfO44, DFT ωB97M-V/def2-TZVPD
Cd -2.07 -0.50 3.41
Hf 0.59 -2.79 -2.11
Cl 1.37 3.81 2.78
O 0.73 4.37 4.03
O 0.53 2.81 2.12
O 1.63 4.90 1.79
O 2.76 3.20 2.97
Cl 2.78 -4.22 0.43
O 2.56 -5.68 0.32
O 2.05 -3.49 -0.68
O 2.35 -3.80 1.80
O 4.19 -3.89 0.25
Cl -2.84 -2.01 -2.87
O -1.68 -2.66 -2.18
O -2.48 -0.60 -2.94
O -2.99 -2.60 -4.20
O -4.06 -2.07 -1.92
Cl -3.37 -3.31 1.22
O -3.82 -4.65 1.51
O -3.06 -2.50 2.48
O -2.14 -3.29 0.36
O -4.44 -2.47 0.52
Cl 2.33 3.62 -1.58
O 3.46 3.53 -2.59
O 2.43 2.42 -0.67
O 2.31 4.88 -0.82
O 0.98 3.47 -2.35
Cl -3.15 3.03 -2.07
O -4.31 3.43 -2.91
O -3.43 1.62 -1.68
O -1.91 3.14 -2.83
O -3.11 3.82 -0.82
Cl 0.71 0.31 -3.42
O 0.88 -0.12 -4.83
O 0.18 -0.94 -2.69
O 2.03 0.61 -2.82
O -0.19 1.48 -3.34
Cl 3.02 -0.81 3.48
O 1.64 -0.88 3.08
O 3.24 -1.52 4.80
O 3.76 -1.70 2.54
O 3.62 0.54 3.39
Cl -4.81 0.63 1.52
O -4.97 2.15 1.41
O -5.35 -0.08 0.35
O -3.37 0.31 1.51
O -5.51 0.07 2.64
Cl -0.30 -0.53 0.44
O 0.78 0.37 0.75
O 0.15 -1.66 -0.41
O -0.90 -1.04 1.70
O -1.33 0.14 -0.40
Cl 4.48 0.21 -0.06
O 4.74 0.97 -1.29
O 5.66 -0.69 0.15
O 4.40 1.23 1.09
O 3.22 -0.55 -0.40
```

Properties
Orbital gap (eV): 2.2
Total charge: -5
E (a.u.): -8584.74902
HOMO level (eV): 3.34
Energy relative to the best compared isomer or geometry (same formula, charge and spin) (kJ/mol): 300.54
Molar mass (Da): 1384.8

Record 10
ORCA calculation (ωB97M-V/def2-TZVPD) on a molecular structure, CdF12N3O12PS6 at a distorted geometry.

```
35
CdF12N3O12PS6, DFT ωB97M-V/def2-TZVPD
Cd -0.31 0.18 -0.16
N -0.43 -0.90 -1.75
S -1.43 -1.69 -2.65
O -1.73 -3.07 -2.29
O -1.52 -1.33 -4.04
F -2.69 -0.88 -2.10
S 0.94 -1.34 -2.72
O 1.24 -0.69 -3.99
O 1.22 -2.80 -2.72
F 2.15 -0.70 -1.84
N 0.86 1.72 -0.26
S 0.98 2.93 -1.46
O 2.15 2.85 -2.30
O 0.33 4.20 -1.14
F -0.18 2.21 -2.34
S 1.92 2.49 0.63
O 1.35 3.53 1.46
O 3.32 2.63 0.14
F 2.18 1.32 1.72
N -1.88 0.20 0.97
S -2.34 1.58 1.86
O -1.62 1.79 3.11
O -3.71 2.04 1.89
F -1.59 2.53 0.83
S -3.13 -0.56 1.50
O -4.37 -0.38 0.83
O -3.23 -0.90 2.91
F -2.68 -2.03 0.90
P 2.05 -2.11 1.82
F 3.18 -1.53 0.82
F 1.44 -3.11 0.73
F 3.08 -3.33 2.42
F 0.99 -2.79 2.90
F 2.52 -1.08 3.05
F 0.95 -0.96 1.27
```

Properties
Expectation value of S²: 0.763
Orbital gap (alpha / beta) (eV): 7.7 / 3.3
Multiplicity: 2
Total charge: -1
E (a.u.): -5163.69900
HOMO level (alpha / beta) (eV): -9.18 / -9.16
Molar mass (Da): 797.8